Molecular formula: C4H9NOS
Method: DFT, wB97M-V/def2-TZVPD

Properties
SMILES: C[C@@H](CS)NC=O
HOMO energy: -9.14 eV
energy relative to the best compared isomer or geometry (same formula, charge and spin): 18.7 kcal per mole
frontier orbital gap: 9.9 eV
DFT total energy: -685.98907 hartree

Each line ends with the Löwdin charge.
Element x y z (Å)
1 O -0.3329 -2.1316 -1.5837  0.0162
2 C 0.8073 -1.7327 -1.5366  -0.3676
3 N 1.3475 -0.8344 -0.6752  0.0448
4 C 0.6846 0.0157 0.3439  -0.4160
5 C -0.7623 0.3120 -0.0140  -0.5122
6 S -1.5510 1.1971 1.3778  0.7230
7 C 1.4926 1.3135 0.4736  -0.0748
8 H 1.5624 -2.0985 -2.2550  0.1282
9 H 2.3507 -0.7742 -0.7506  0.1228
10 H 0.7557 -0.5620 1.2673  0.1358
11 H -1.2902 -0.6170 -0.1577  0.0520
12 H -0.8471 0.9266 -0.9052  0.0905
13 H -2.1894 2.1173 0.6481  -0.1479
14 H 2.0135 1.4904 1.4215  0.0828
15 H 2.2827 1.3524 -0.2723  0.0710
16 H 0.8730 2.1764 0.3179  0.0513


Molecular formula: C27H35FeN4O6Sb
Method: DFT, wB97M-V/def2-TZVPD

Properties
2S+1: 5
HOMO energy (spin up / spin down): -6.50 / -7.93 eV
energy relative to the best compared isomer or geometry (same formula, charge and spin): 13.3 kcal per mole
frontier orbital gap (spin up / spin down): 6.1 / 6.6 eV
DFT total energy: -3223.87189 hartree

Each line ends with the Löwdin charge.
Element x y z (Å)
1 O -0.7824 -1.1315 -5.1833  -0.1424
2 H -1.1355 -1.2594 -6.0756  0.0605
3 Fe -0.8486 0.2609 -2.0847  0.4599
4 N 0.6720 -0.7531 -2.4448  -0.1756
5 N -1.5462 -1.4488 -1.5180  -0.1209
6 N 0.0208 1.9028 -1.8694  -0.1038
7 N -2.0700 1.0942 -0.8401  -0.0789
8 O 1.9002 -0.3588 -2.5089  -0.0785
9 O 1.3223 2.2082 -2.1184  -0.0382
10 O -3.0892 0.5356 -0.1418  -0.0654
11 O -2.6772 -1.7594 -0.9332  -0.0622
12 C -0.7944 -2.5047 -1.9468  -0.2410
13 C 0.4183 -2.1025 -2.5482  -0.2306
14 C -0.6692 2.8841 -1.2431  -0.2414
15 C -1.8077 2.3921 -0.5395  -0.2370
16 C 1.3503 -2.9433 -3.3219  -0.0091
17 H 1.2908 -2.6763 -4.3888  0.0957
18 H 1.0881 -4.0016 -3.2177  0.0759
19 H 2.3757 -2.7824 -2.9704  0.0874
20 C -1.3424 -3.8700 -1.8004  -0.0100
21 H -2.3421 -3.9379 -2.2516  0.0969
22 H -1.4315 -4.1535 -0.7419  0.0816
23 H -0.6896 -4.5951 -2.2926  0.0736
24 C -0.1303 4.2536 -1.1437  -0.0038
25 C -2.4986 3.1413 0.5421  0.0015
26 H 0.5125 4.4697 -2.0036  0.0937
27 H 0.4580 4.3785 -0.2242  0.0749
28 H -0.9587 4.9705 -1.1193  0.0917
29 H -3.3278 2.5602 0.9671  0.0861
30 H -2.8923 4.0869 0.1460  0.0910
31 H -1.8009 3.3941 1.3576  0.0857
32 H 1.6966 1.3098 -2.4299  0.0753
33 H -3.0512 -0.4970 -0.4443  0.0439
34 C -1.9159 0.1983 -3.7075  -0.0931
35 H -1.6201 -0.7008 -4.5496  -0.0445
36 H -1.8573 1.1695 -4.2063  0.0336
37 H -2.9531 -0.0050 -3.4012  0.0315
38 O 0.4023 0.9951 -4.3795  -0.1424
39 H 0.0313 0.1740 -4.8510  0.0084
40 H 0.6168 1.6495 -5.0607  0.0653
41 C 0.3903 3.9212 3.9134  -0.0919
42 C 1.0631 3.9834 2.6875  -0.0914
43 C 1.1082 2.8578 1.8533  -0.1530
44 C 0.4543 1.6834 2.2397  -0.3701
45 C -0.1853 1.6056 3.4768  -0.1332
46 C -0.2290 2.7322 4.3091  -0.0840
47 Sb 0.6169 -0.0454 0.9309  1.5950
48 C 2.5532 -0.6781 1.6827  -0.3793
49 C 3.6022 -0.8267 0.7712  -0.1351
50 C 4.8913 -1.1043 1.2466  -0.0897
51 C 5.1200 -1.2414 2.6230  -0.0931
52 C 4.0562 -1.1084 3.5247  -0.0889
53 C 2.7642 -0.8282 3.0537  -0.1263
54 C -0.7668 -1.4648 1.8033  -0.3801
55 C -0.4237 -2.8201 1.8038  -0.1429
56 C -1.3185 -3.7621 2.3310  -0.0940
57 C -2.5419 -3.3462 2.8740  -0.0860
58 C -2.8749 -1.9862 2.8771  -0.0756
59 C -1.9924 -1.0473 2.3259  -0.1541
60 H 0.3569 4.7995 4.5621  0.1023
61 H 1.5634 4.9032 2.3738  0.1049
62 H 1.6734 2.8964 0.9164  0.0977
63 H -0.6494 0.6744 3.8071  0.0866
64 H -0.7464 2.6688 5.2686  0.1038
65 H 3.4186 -0.7177 -0.3018  0.0818
66 H 5.7178 -1.2125 0.5400  0.1020
67 H 6.1260 -1.4540 2.9924  0.1007
68 H 4.2231 -1.2195 4.5978  0.1009
69 H 1.9424 -0.7238 3.7660  0.0980
70 H 0.5390 -3.1496 1.4022  0.1010
71 H -1.0509 -4.8222 2.3190  0.1031
72 H -3.2350 -4.0808 3.2893  0.1013
73 H -3.8211 -1.6423 3.2984  0.1051
74 H -2.2688 0.0077 2.3299  0.0893


Molecular formula: C4H8O2
Method: DFT, wB97M-V/def2-TZVPD

Properties
SMILES: C1=CCOC1.O
HOMO energy: -9.59 eV
energy relative to the best compared isomer or geometry (same formula, charge and spin): 38.4 kcal per mole
frontier orbital gap: 10.5 eV
DFT total energy: -307.65117 hartree

Each line ends with the Löwdin charge.
Element x y z (Å)
1 O 2.2009 0.3949 -1.0194  -0.0582
2 C -0.9873 -0.4136 -0.7454  -0.0665
3 C -0.5313 -1.1980 0.2248  -0.0723
4 C 0.0401 -0.3483 1.3276  -0.1966
5 O 0.0425 0.9757 0.7997  -0.1610
6 C -0.7650 1.0268 -0.3756  -0.1966
7 H 1.7581 0.8877 -0.3111  0.0167
8 H -1.4674 -0.7280 -1.6657  0.1120
9 H 1.7155 -0.4418 -1.0293  0.0244
10 H -0.5753 -2.2811 0.2613  0.1100
11 H 1.0698 -0.6121 1.5967  0.1220
12 H -0.5696 -0.3981 2.2424  0.1227
13 H -1.7111 1.5468 -0.1647  0.1238
14 H -0.2199 1.5890 -1.1414  0.1194


Molecular formula: C4H8O
Method: DFT, wB97M-V/def2-TZVPD

Properties
SMILES: C/C=C/OC
HOMO energy: -8.55 eV
energy relative to the best compared isomer or geometry (same formula, charge and spin): 30.5 kcal per mole
frontier orbital gap: 9.6 eV
DFT total energy: -232.39709 hartree

Each line ends with the Löwdin charge.
Element x y z (Å)
1 C 2.1505 -0.4012 0.0199  -0.1299
2 C 0.1792 0.9172 0.0576  -0.1541
3 C -0.6685 -0.1219 0.0330  -0.1729
4 C -2.1377 0.0197 -0.0023  -0.1299
5 H 1.9059 -0.9590 -0.9084  0.0978
6 H 1.8118 -0.9336 0.9125  0.0879
7 H 3.2780 -0.3216 0.1142  0.1075
8 H -0.1733 1.9222 0.0579  0.1172
9 H -0.2460 -1.1155 -0.1047  0.0885
10 H -2.4344 0.7316 -0.8279  0.0910
11 H -2.5863 -0.9632 -0.2132  0.0701
12 H -2.6266 0.3729 0.9143  0.0712
13 O 1.5475 0.8525 -0.0531  -0.1445


Molecular formula: C24H74N2O12
Method: DFT, wB97M-V/def2-TZVPD

Properties
SMILES: COC[C@H](C)N.COC[C@H](C)N.CCO.CCO.CCO.CCO.CCO.CCO.CO.CO.CO.CO
HOMO energy: -8.90 eV
energy relative to the best compared isomer or geometry (same formula, charge and spin): 6.3 kcal per mole
frontier orbital gap: 9.2 eV
DFT total energy: -1970.96550 hartree

Each line ends with the Löwdin charge.
Element x y z (Å)
1 C -3.5350 -3.3945 2.9565  -0.1159
2 O -3.1875 -3.4449 1.5389  -0.1822
3 H -2.9554 -4.1541 3.4273  0.0615
4 H -3.3642 -2.4061 3.3415  0.0685
5 H -4.6170 -3.6680 3.0497  0.0884
6 H -3.6200 -2.6237 1.1546  0.0382
7 C -4.9327 1.7972 1.3765  -0.1250
8 O -4.1363 1.2080 0.3707  -0.1615
9 H -5.7443 1.1239 1.6604  0.0779
10 H -4.3743 2.1579 2.2488  0.0783
11 H -5.3033 2.7144 0.9138  0.0791
12 H -4.1538 0.2435 0.3687  0.0078
13 C 2.1430 -0.2788 7.0664  -0.1495
14 O 1.0508 0.0657 6.2171  -0.1609
15 H 2.5791 0.6584 7.5793  0.1068
16 H 1.6767 -0.9332 7.8330  0.0756
17 H 2.9808 -0.8916 6.5854  0.1007
18 H 0.9539 -0.6209 5.5100  0.1130
19 C -5.7246 -1.6377 -0.1215  -0.1127
20 O -4.4099 -1.3318 0.2830  -0.2091
21 H -6.0062 -2.7031 0.0474  0.0994
22 H -6.2989 -1.0839 0.6142  0.0756
23 H -5.9976 -1.3056 -1.1309  0.0963
24 H -3.7516 -1.6762 -0.4440  0.0893
25 C 6.0142 -1.1372 -1.0810  -0.0433
26 C 5.0383 -0.3783 -1.9565  -0.4512
27 C 3.5963 -0.3390 -1.5958  -0.2444
28 O 2.8776 0.0115 -2.7240  -0.1922
29 C 1.6031 0.6617 -2.5193  -0.0523
30 N 5.4127 1.0096 -2.0681  0.0425
31 H 6.9687 -1.0063 -1.6055  0.0810
32 H 5.7281 -2.1671 -1.0711  0.0614
33 H 6.1005 -0.7432 -0.0232  0.1034
34 H 5.1195 -0.8338 -2.9644  0.1451
35 H 3.5663 0.3527 -0.7141  0.1469
36 H 3.2510 -1.2947 -1.2403  0.1242
37 H 1.0894 0.0679 -1.7875  0.0493
38 H 1.0629 0.6858 -3.4927  0.0998
39 H 1.7469 1.6740 -2.0564  0.0918
40 H 4.5433 1.4900 -2.3018  0.0965
41 H 6.0682 1.0525 -2.8296  0.1033
42 C 0.2891 -6.2339 -0.2496  -0.0307
43 C -0.2988 -4.9292 -0.8409  -0.4077
44 C 0.3538 -4.5736 -2.2075  -0.1798
45 O 1.7566 -4.4600 -1.9635  -0.1876
46 C 2.5194 -4.5539 -3.1191  -0.1317
47 N -1.7506 -4.7839 -0.9019  0.0664
48 H -0.1871 -6.2159 0.7336  0.0749
49 H 1.3684 -6.2598 -0.0637  0.0852
50 H -0.0981 -7.0289 -0.8496  0.0680
51 H -0.0147 -4.0892 -0.1965  0.1389
52 H -0.0569 -3.6792 -2.6567  0.1100
53 H 0.1420 -5.3961 -2.8748  0.1136
54 H 3.5045 -5.0297 -2.7877  0.1163
55 H 2.6475 -3.7941 -3.8277  0.0632
56 H 2.0780 -5.3668 -3.7166  0.0800
57 H -2.1050 -5.6823 -1.1024  0.0755
58 H -1.9781 -4.6171 0.0402  0.0342
59 C 2.0523 4.2891 3.6383  -0.0604
60 C 2.3000 3.0010 4.5389  -0.2967
61 O 1.2637 2.1094 4.3097  -0.1110
62 H 2.4975 5.1513 4.0977  0.0512
63 H 0.9761 4.5317 3.4209  0.0732
64 H 2.5441 4.2032 2.6258  0.0679
65 H 2.3103 3.2150 5.5747  0.0851
66 H 3.3676 2.5875 4.3366  0.1387
67 H 1.1633 1.4804 5.0504  0.0547
68 C -5.0092 3.3169 -4.0216  -0.0938
69 C -5.2088 2.8528 -2.5491  -0.3387
70 O -4.4518 1.6993 -2.2911  -0.1008
71 H -3.9376 3.3571 -4.3186  0.0806
72 H -5.4791 4.2992 -4.2241  0.0744
73 H -5.4980 2.5756 -4.6165  0.0483
74 H -6.2768 2.7306 -2.3042  0.1090
75 H -4.7859 3.7456 -1.9722  0.1188
76 H -4.4939 1.4997 -1.3477  0.0233
77 C 5.2669 4.3897 -0.6518  -0.0961
78 C 4.7418 3.2533 0.2276  -0.3207
79 O 5.7073 2.1930 0.2704  -0.1461
80 H 6.1226 4.8761 -0.2500  0.0503
81 H 4.4932 5.1509 -0.9176  0.0754
82 H 5.5765 3.9548 -1.6531  0.0778
83 H 3.7534 2.8108 -0.0485  0.0873
84 H 4.7130 3.6252 1.3222  0.1204
85 H 5.6629 1.7998 -0.6125  -0.0256
86 C -1.0810 3.7824 -0.1453  -0.0690
87 C 0.2880 4.1155 0.4486  -0.3033
88 O 1.3008 3.1164 0.2180  -0.1378
89 H -1.1515 3.4154 -1.2011  0.0958
90 H -1.6004 4.7181 -0.0096  0.0632
91 H -1.5013 3.0593 0.5473  0.0496
92 H 0.2411 4.3243 1.5007  0.0707
93 H 0.7783 4.9821 -0.0247  0.1151
94 H 1.1372 2.3354 0.8353  0.0629
95 C -3.0738 -1.4592 -4.0594  -0.0623
96 C -2.4035 -1.3560 -2.6939  -0.2809
97 O -3.0416 -2.2756 -1.8043  -0.1263
98 H -4.0959 -1.4617 -3.8889  0.0443
99 H -2.6789 -2.3819 -4.5333  0.0814
100 H -2.7303 -0.5160 -4.6113  0.1071
101 H -2.6595 -0.3658 -2.3858  0.0903
102 H -1.3605 -1.5418 -2.6537  0.0919
103 H -2.5256 -3.0890 -1.5232  0.0753
104 C -0.7261 0.0193 0.9214  -0.0509
105 C 0.1745 -0.0198 2.1322  -0.2993
106 O 1.3093 0.7622 1.8639  -0.1085
107 H -1.4465 0.8024 0.9275  0.0395
108 H -1.3483 -0.8744 0.7866  0.0686
109 H -0.0891 0.1575 0.0121  0.0782
110 H 0.5875 -0.9933 2.3227  0.1036
111 H -0.3177 0.3541 3.0224  0.1089
112 H 1.4145 1.4638 2.5304  0.0553